{
  "formula": "C13H23BNO4",
  "method": "wB97M-V/def2-TZVPD",
  "charge": -1,
  "energy_ev": -24210.5053,
  "species": ["C", "C", "O", "C", "O", "B", "O", "C", "C", "C", "C", "C", "N", "C", "H", "H", "H", "H", "H", "H", "H", "H", "H", "H", "H", "H", "H", "C", "C", "O", "C", "C", "H", "H", "H", "H", "H", "H", "H", "H", "H", "H"],
  "coordinates": [[1.20952, 0.45565, 1.70730], [1.42340, 1.75658, 0.83609], [1.11422, 2.86355, 1.65303], [0.11162, 3.70294, 1.09164], [0.15580, 4.02425, -0.27076], [-1.17073, 4.68850, -0.47961], [-2.05254, 4.40497, 0.70529], [-1.41427, 3.52897, 1.61003], [-1.85805, 2.01154, 1.52664], [-1.93848, 1.39198, 0.20638], [-2.33748, -0.03506, 0.26649], [-2.57564, -0.56179, 1.58443], [-2.52427, 0.04073, 2.78397], [-2.16246, 1.34734, 2.76033], [0.38892, 0.56131, 2.44859], [1.05425, -0.44822, 1.05629], [2.14550, 0.24678, 2.28801], [2.49332, 1.73316, 0.50425], [0.78163, 1.64259, -0.06432], [0.36059, 4.70208, 1.57766], [-0.88400, 5.86596, -0.62438], [-1.85316, 4.28386, -1.40087], [-1.30889, 3.85739, 2.67498], [-1.70497, 1.92174, -0.73522], [-2.41964, -0.64963, -0.65460], [-2.85132, -1.64590, 1.61336], [-2.10163, 1.90605, 3.71957], [1.52331, -3.91576, -3.71522], [1.72045, -2.72029, -2.79779], [0.65398, -2.51969, -1.88776], [0.39115, -3.58001, -0.98102], [1.56359, -3.90790, -0.07594], [0.58526, -3.82340, -4.26730], [2.34599, -3.98545, -4.43022], [1.48541, -4.85462, -3.15896], [1.77906, -1.81540, -3.40547], [2.67157, -2.79318, -2.25841], [0.04934, -4.46863, -1.52464], [-0.44844, -3.25515, -0.36340], [2.43396, -4.26460, -0.63035], [1.29625, -4.68263, 0.64493], [1.86793, -3.01059, 0.46698]],
  "forces_ev_per_a": [[0.93, -0.30, -0.17], [-0.21, -2.40, 0.50], [-0.28, -0.12, -1.64], [0.18, 3.44, 1.43], [-0.65, -2.38, 1.12], [-0.26, 0.49, -0.46], [0.19, -0.86, 1.76], [1.91, -1.11, -1.84], [-0.14, 1.43, -0.64], [-0.90, -2.59, 2.73], [0.83, 2.88, 1.31], [-0.20, -1.09, -1.38], [0.42, 0.94, -0.88], [0.05, -0.32, -2.00], [0.39, -0.03, -0.76], [-0.07, 0.81, 0.53], [-0.71, 0.19, -0.30], [-0.77, 0.49, 0.19], [0.39, 0.62, 0.58], [-0.16, -0.86, 0.07], [-0.36, 0.48, 0.13], [0.33, -0.26, -0.77], [-0.82, -0.14, -0.63], [-0.21, -0.15, 0.83], [0.03, 0.39, 0.94], [0.18, 0.93, 0.12], [-0.06, -0.52, -0.81], [-0.07, -0.14, 0.04], [0.03, -0.05, -0.01], [-0.15, 0.10, 0.01], [0.01, -0.07, -0.02], [0.23, 0.09, 0.01], [0.05, 0.04, 0.00], [-0.03, 0.04, 0.02], [0.07, 0.01, -0.02], [-0.13, 0.05, 0.15], [0.01, -0.08, -0.02], [0.07, -0.05, 0.00], [0.03, 0.17, -0.14], [-0.05, -0.06, -0.03], [-0.07, 0.05, -0.01], [-0.03, -0.05, 0.05]]
}

---

{
  "formula": "C2H5FO2",
  "method": "wB97M-V/def2-TZVPD",
  "e_above_lowest_kcal_mol": 33.8,
  "smiles": "OC[C@@H](O)F",
  "energy_ev": -8966.3854,
  "species": ["O", "C", "C", "O", "F", "H", "H", "H", "H", "H"],
  "coordinates": [[1.83301, -0.53963, 0.21113], [0.78818, 0.24657, -0.37595], [-0.63296, -0.11672, 0.21202], [-1.45568, 0.99371, 0.09906], [-1.22999, -1.21858, -0.38665], [1.56902, -1.13855, 0.88930], [0.82712, -0.10163, -1.48993], [0.92529, 1.40101, -0.37764], [-0.25328, -0.34972, 1.27882], [-2.37070, 0.82355, -0.06015]],
  "forces_ev_per_a": [[0.38, 1.69, -0.85], [-0.69, -0.76, -2.62], [2.15, 0.67, 0.63], [1.37, 0.29, 0.24], [0.57, 0.56, 0.50], [-0.77, -0.44, 0.74], [-0.41, 0.96, 1.68], [0.07, -2.10, 0.57], [-1.84, -0.11, -0.90], [-0.82, -0.77, 0.00]]
}

---

{
  "formula": "CH11NO4",
  "method": "wB97M-V/def2-TZVPD",
  "e_above_lowest_kcal_mol": 22.1,
  "smiles": "NCO.O.O.O",
  "energy_ev": -10895.0658,
  "species": ["N", "C", "O", "H", "H", "H", "H", "H", "O", "H", "H", "O", "H", "H", "O", "H", "H"],
  "coordinates": [[2.53783, 0.46491, -1.19719], [1.47524, 1.06824, -0.43017], [0.11572, 0.99078, -0.90935], [2.75057, 0.92038, -2.03798], [2.34816, -0.54586, -1.30254], [1.69035, 2.15906, -0.39948], [1.34517, 0.73546, 0.63666], [-0.42215, 1.32309, -0.18119], [-1.57888, 1.24605, 1.81188], [-2.58594, 1.17069, 1.77865], [-1.23663, 0.31148, 1.99307], [-1.68224, -1.43819, -1.13443], [-0.85245, -1.75852, -1.63730], [-1.35474, -0.64820, -0.90595], [-0.79159, -1.60729, 1.45320], [-1.24852, -1.91955, 0.63347], [-0.50991, -2.47255, 1.82866]],
  "forces_ev_per_a": [[-1.89, -1.92, 2.31], [-0.09, 1.76, 1.12], [0.14, -0.66, -0.98], [0.03, 0.56, -1.28], [0.46, 0.93, -0.28], [0.20, -0.57, 0.12], [1.16, -0.21, -0.96], [-0.22, 0.08, 0.17], [-1.20, -1.60, 0.05], [2.20, -0.03, 0.11], [-0.87, 1.48, -0.39], [0.53, -5.65, -2.69], [-2.16, 0.31, 0.93], [1.68, 5.40, 1.54], [-0.03, -1.71, -0.13], [0.20, 0.74, 0.33], [-0.12, 1.09, 0.03]]
}

---

{
  "formula": "C4H16AlN8O4",
  "method": "wB97M-V/def2-TZVPD",
  "e_above_lowest_kcal_mol": 120.8,
  "charge": 3,
  "energy_ev": -31082.3837,
  "species": ["Al", "C", "O", "N", "N", "H", "H", "H", "H", "C", "O", "N", "N", "H", "H", "H", "H", "C", "O", "N", "N", "H", "H", "H", "H", "C", "O", "N", "N", "H", "H", "H", "H"],
  "coordinates": [[1.89032, 0.69183, -0.15832], [-0.53507, 1.51581, -1.69222], [0.33882, 1.57438, -0.88225], [-1.75500, 1.06573, -1.55208], [-0.20644, 1.91697, -2.92015], [-2.28184, 0.90933, -2.39947], [-2.08175, 0.66422, -0.68482], [-0.99659, 2.35809, -3.36869], [0.73904, 2.23692, -3.07438], [1.97202, -2.26008, -0.31219], [1.56535, -1.16347, -0.09632], [2.52378, -2.67314, -1.39287], [2.21970, -3.14357, 0.62579], [2.51973, -2.16643, -2.26656], [3.04178, -3.51646, -1.19139], [2.10265, -4.06481, 0.22865], [1.97847, -3.02323, 1.59915], [-0.20156, 2.04562, 1.30250], [0.97969, 1.79446, 0.95904], [-0.89216, 1.49013, 2.25784], [-0.98684, 2.75384, 0.56445], [-0.38302, 1.00890, 2.98537], [-1.85186, 1.65933, 2.52325], [-0.67432, 3.25975, -0.25194], [-1.83986, 3.02241, 1.03383], [-0.63026, -0.65464, 0.78176], [0.14326, 0.11259, 0.28104], [-1.81815, -0.40157, 1.11840], [-0.18074, -1.81433, 1.22682], [-2.42557, -1.10914, 1.50631], [-2.10152, 0.56743, 1.08927], [0.72974, -2.13529, 0.92997], [-0.90188, -2.52146, 1.23006]],
  "forces_ev_per_a": [[-6.58, -0.03, 1.38], [-1.16, -0.15, -6.05], [5.76, 2.36, -3.36], [-1.11, -0.50, 0.69], [-1.11, 0.44, -1.10], [-0.27, -0.01, 0.18], [-0.06, 0.10, -0.60], [0.54, 0.09, -1.15], [-0.42, 0.39, -0.20], [5.50, -4.33, -1.21], [3.35, 6.19, -1.06], [0.40, -0.39, -3.01], [-1.14, -1.92, 2.27], [0.08, -0.49, -0.14], [0.48, 0.03, -1.63], [0.24, -0.67, 1.05], [0.27, -0.20, 0.15], [0.30, 0.21, -0.16], [5.45, 3.27, 5.87], [1.84, -0.70, 4.42], [-1.83, 2.94, -1.25], [0.03, -0.05, 0.15], [0.27, 0.74, -0.04], [-0.16, 0.39, 0.62], [-0.03, 0.72, -0.61], [3.15, -3.29, 1.22], [-4.54, -1.59, 1.30], [-5.75, 1.03, -0.35], [-0.59, -3.49, 0.80], [-0.15, 0.25, 0.05], [-0.57, -1.00, -0.06], [-2.44, 0.16, 1.22], [0.25, -0.51, 0.62]]
}

---

Number 1: HOMO-LUMO gap 6.504 eV, HOMO energy -3.906 eV. Number 2: HOMO-LUMO gap 11.436 eV, HOMO energy -10.593 eV. Number 3: HOMO-LUMO gap 10.490 eV, HOMO energy -9.993 eV. Number 4: HOMO-LUMO gap 5.626 eV, HOMO energy -19.983 eV.